1.
ORCA calculation (ωB97M-V/def2-TZVPD) on a 5-piece molecular cluster, C51H57F5I2N8O12S3 overall.

The geometry in ORCA input format:
```
! RIJCOSX wB97M-V def2-TZVPD def2/J DEFGRID3
* xyz 0 1
I 2.7118 2.5590 -0.9465
I -0.9169 4.5451 2.2990
S 0.4545 6.6185 -2.4497
S -1.5282 -0.7466 5.0640
S -0.8409 -2.6111 2.7096
F 2.5902 0.8668 -7.4755
F 2.3279 -2.1648 -5.1197
F 1.1101 -1.1393 -7.3078
F 4.4795 -1.5957 -5.9856
F 3.3152 -1.2785 -8.2268
O -3.5094 -0.5230 -7.9786
O -7.9007 -0.4962 -1.2414
O 4.6657 4.5708 1.1099
O -0.1694 0.7009 -1.0369
O -6.4677 0.8109 -2.2667
O 0.5835 -8.0342 8.5652
O -5.5381 3.6043 -4.5649
O 2.0164 -6.7270 7.5399
O -3.1431 3.3513 -5.2720
O 5.2001 -3.3284 9.8729
O 5.8343 -5.3848 10.2999
O 4.2878 3.6144 3.0480
N 5.0450 4.0236 2.1553
N 3.4287 -0.9353 5.4032
N -1.7325 3.7453 -1.6550
N 5.3591 -4.5162 9.5544
N -1.8029 4.9999 -1.0730
N -7.6065 0.3523 -2.0964
N 1.1956 -1.1540 4.3313
N 0.8777 -7.1856 7.7102
C -1.0042 1.0777 1.2425
C -1.5073 -7.1502 7.0266
C -0.2228 0.9939 -2.4636
C -2.6607 -1.0009 -6.8763
C 7.3827 4.3089 1.3742
C -8.3904 1.7952 -3.9565
C -2.5297 -6.6539 6.2156
C -0.2856 -1.4640 4.0959
C 3.1123 -1.0162 -5.7074
C -10.7282 1.8301 -4.5767
C -3.1940 0.8665 -8.3487
C -2.8456 -0.1320 -5.4956
C -1.6762 -0.4197 0.9364
C 0.7749 3.9944 1.0394
C 2.5065 -0.5798 -7.1679
C 8.7540 4.1152 1.5526
C 4.9620 -4.9200 8.2003
C 2.1376 4.9485 1.2279
C 8.3335 3.0050 3.6639
C 2.0847 -0.4698 3.2905
C 6.9603 3.1954 3.4980
C 4.7449 -6.6304 6.5080
C 6.4889 3.8430 2.3477
C 0.7362 2.8259 0.0686
C 2.0052 -1.4629 5.6071
C 4.1014 -4.3476 6.0165
C -2.7959 3.7652 -2.7444
C 1.9069 0.9909 -4.2344
C -9.4207 2.2821 -4.7632
C -0.9366 -5.2558 5.0434
C 1.0526 0.1284 -3.1247
C -1.3374 0.2749 -4.8981
C -0.5910 -1.6565 1.1093
C 0.0938 -5.7427 5.8502
C 9.2255 3.4613 2.6922
C 4.4548 -3.9624 7.3111
C -0.8698 5.7548 -1.7667
C -1.5612 0.3612 -3.2422
C 3.5496 -0.3132 4.0261
C -9.9915 0.3877 -2.7800
C -8.6813 0.8513 -2.9626
C -4.4412 4.0390 -5.1950
C 3.3337 0.2241 -4.6518
C 4.2494 -5.6768 5.6171
C -2.2440 -5.7078 5.2299
C -2.1808 3.8703 -4.2759
C -0.1971 -6.6867 6.8440
C -11.0139 0.8841 -3.5910
C 5.1043 -6.2566 7.8044
C -0.5638 1.8585 -0.1774
C -1.9318 2.6171 -0.6697
H -3.5569 0.7932 -5.5821
H 3.9729 1.0423 -5.2393
H 4.8545 -7.6649 6.1902
H -3.3119 -0.8487 -4.6680
H 10.2950 3.3055 2.8233
H -1.5372 -1.0698 -7.2184
H 2.5009 5.4161 0.2128
H -3.5693 2.8894 -2.6863
H -9.2056 3.0174 -5.5355
H -2.5762 3.0804 0.2235
H -3.0455 -5.3196 4.6038
H -1.8699 1.6745 1.8082
H 7.0309 4.8175 0.4791
H -0.0032 2.1069 -2.7687
H 4.4559 0.1918 3.4778
H -7.3772 2.1599 -4.1123
H -2.9994 -2.1144 -6.6228
H 0.4948 -1.2535 0.9397
H -3.4694 1.1554 -9.4501
H -2.5218 1.0153 -3.1147
H -2.2914 -0.4552 -0.0582
H -2.4714 -0.5802 1.8126
H 1.3092 1.0706 -5.2649
H 1.1069 -5.3780 5.6943
H -3.5510 -7.0024 6.3539
H 3.9675 -0.0994 -3.7228
H 1.6139 -2.0025 6.5696
H -11.5297 2.2184 -5.2028
H -0.0589 0.9955 1.9613
H -0.7214 -4.5206 4.2711
H 1.8505 -0.1039 2.2026
H -0.8420 -2.4219 0.2283
H 4.3335 -2.9226 7.6070
H 0.7242 -0.9443 -3.4882
H -10.2305 -0.3491 -2.0163
H 1.9527 5.8229 2.0076
H 5.4920 -7.0110 8.4858
H 6.2782 2.8339 4.2643
H -1.6913 -0.7491 -2.8770
H -2.6418 1.7473 -1.0795
H -2.0786 1.0717 -8.0539
H 3.9778 -5.9712 4.6048
H 1.8128 -0.0758 -2.2265
H -0.6390 -0.6262 -5.2099
H -2.0804 5.0394 -4.4940
H -3.4286 4.7661 -2.5925
H 2.1468 2.0937 -3.9238
H -12.0351 0.5355 -3.4527
H 8.7087 2.4976 4.5500
H -1.7463 -7.8871 7.7903
H -3.8586 1.5547 -7.6357
H 3.7132 -3.6104 5.3169
H -0.9837 1.3164 -5.3103
H -4.5505 5.0575 -5.7992
H -1.1186 3.3825 -4.3427
H 9.4557 4.4705 0.8012
H 2.9635 4.2551 1.7334
*
```

Calculated values
LUMO   -1.6 eV


2.
ORCA calculation (ωB97M-V/def2-TZVPD) on C51H57N3O9SSeW as an isolated structure.

The geometry in ORCA input format:
```
! RIJCOSX wB97M-V def2-TZVPD def2/J DEFGRID3
* xyz 0 1
W -1.0554 0.3438 1.5245
Se 0.7471 -0.9863 -0.1337
S -2.6710 2.2615 1.3818
O -0.5468 -2.6669 3.8636
O 0.1487 1.6840 0.7193
O -1.8436 -1.3965 1.1380
O 4.3275 -4.3458 0.2517
O 2.3568 -5.5210 0.4184
O -1.7759 0.4796 -0.3891
O -0.0682 -0.7605 2.8204
O -0.3761 1.5511 3.0196
O 1.8627 1.2345 2.8287
N -2.6295 0.1633 3.1160
N -3.4326 3.5282 3.5965
N -3.0185 1.2931 3.8388
C -4.1521 -0.0169 -2.0058
C 0.1280 4.4116 0.8490
C 4.1471 1.0249 -4.1955
C 5.1211 3.0507 -3.1446
C -0.2914 -3.3899 -5.2033
C -5.1896 -0.4651 -3.0379
C -3.2245 -0.9064 3.5235
C -0.0524 3.4213 4.9999
C 2.5202 4.0290 5.8645
C 0.1435 4.3712 5.9896
C 4.5591 1.6582 -2.8593
C 2.8922 2.8671 -1.3274
C 1.4954 5.4078 -0.9331
C 1.8076 2.9564 -0.4508
C -1.5389 -2.5960 -3.1958
C 5.6639 0.8101 -2.2151
C -0.5913 -1.2718 -1.4370
C -3.0582 2.3325 3.0736
C -2.7016 -3.9602 -4.9910
C 2.3275 3.0801 4.8729
C -2.5539 -2.3747 1.6771
C -0.4760 -2.3108 -2.3395
C -3.9408 -3.2544 3.4427
C 1.4918 4.3277 0.1611
C 1.3580 -2.6213 2.4463
C 1.4265 4.6763 6.4220
C -2.6444 -3.5902 0.9938
C -3.9193 1.4880 -2.2085
C 3.5676 -5.4052 -0.3210
C 1.0410 2.7751 4.4371
C -4.7398 -0.2839 -0.6110
C -4.0084 -4.4640 2.7892
C 2.5803 4.6428 1.1956
C 3.4362 -3.6336 1.0100
C 2.5434 -1.9090 2.3475
C -3.3628 -4.6212 1.5590
C -1.7424 -0.4907 -1.3142
C -1.0546 -5.0350 -3.4780
C 1.1882 -3.8780 1.8446
C -1.4085 -3.7319 -4.2088
C -3.2111 -2.1931 2.8941
C 1.6071 0.5735 -0.7470
C -2.6802 -1.8135 -3.0700
C 0.8942 1.7602 3.3392
C 1.1546 1.7503 -0.1520
C 3.3545 1.6996 -1.9236
C 3.6270 -2.4241 1.6314
C 2.2474 -4.3419 1.1117
C 0.1588 -2.0416 3.1133
C 2.6872 0.5218 -1.6037
C -2.8346 -0.7782 -2.1463
H -3.2223 1.8889 -1.4773
H 0.4359 -2.8939 -2.3614
H 2.3933 5.6172 1.6531
H -3.9269 3.5099 4.4737
H 4.3731 3.7038 -3.5976
H -5.4422 -1.5220 -2.9325
H -3.6164 4.2882 2.9671
H -2.1446 -3.6840 0.0369
H -0.1671 -4.1978 -5.9277
H 3.3316 -5.1589 -1.3637
H -5.6839 0.2553 -0.5008
H -1.8207 -5.2840 -2.7410
H -0.9868 -5.8600 -4.1903
H 2.6043 -0.9213 2.7845
H 5.9566 2.9680 -3.8414
H 0.7612 5.1787 -1.7077
H -3.8629 -0.7726 4.3930
H -0.6820 4.1385 0.1722
H 1.5748 5.4194 7.1955
H 3.7957 0.0012 -4.0645
H -4.4434 -3.1119 4.3909
H 0.0555 3.7720 1.7252
H -2.5673 -4.7971 -5.6782
H -4.0715 0.0473 0.1814
H -3.5200 1.6815 -3.2065
H -2.9750 -3.0860 -5.5842
H -0.5239 -2.4729 -5.7473
H -0.0308 5.4437 1.1717
H 4.5620 -1.8885 1.5487
H -4.8546 -0.2879 -4.0615
H 3.1642 2.5661 4.4193
H 2.5908 3.8897 1.9861
H 3.3454 1.5963 -4.6658
H 3.0058 -0.4335 -2.0023
H 0.2558 -4.4223 1.9379
H 0.6614 -3.2429 -4.6929
H 4.9976 0.9997 -4.8801
H -1.0476 3.1779 4.6590
H -0.0989 -4.9676 -2.9568
H 5.3227 -0.2078 -2.0213
H 5.4936 3.5296 -2.2373
H -4.5624 -5.2855 3.2208
H 5.9787 1.2446 -1.2649
H -3.5360 -4.2016 -4.3300
H -4.8657 2.0245 -2.1120
H 1.2312 6.3692 -0.4891
H 2.4666 5.5302 -1.4109
H 3.5699 4.6645 0.7351
H -6.1048 0.1093 -2.8859
H -0.7085 4.8761 6.4267
H -3.4285 -5.5684 1.0385
H 3.5214 4.2646 6.2011
H 6.5330 0.7547 -2.8739
H -4.9398 -1.3503 -0.4766
H -3.5156 -2.0369 -3.7143
H 3.4207 3.7838 -1.5409
H 4.1290 -6.3343 -0.2429
*
```

Calculated values
ΔE to the lowest compared entry with this formula, charge and spin   3.5 kcal/mol
LUMO   -1.4 eV


3.
ORCA calculation (ωB97M-V/def2-TZVPD) on C51H61Cl2LaN5O2P2S as an isolated structure.

The geometry in ORCA input format:
```
! RIJCOSX wB97M-V def2-TZVPD def2/J DEFGRID3
* xyz -1 1
La 0.3467 0.6135 -0.4480
Cl 0.5663 -2.1451 0.6594
Cl -0.9554 -1.7098 -1.7244
S -1.8666 1.0318 0.9657
P 0.3380 1.3458 2.9083
P -3.4132 -0.7556 3.4709
O -2.4559 0.7863 -1.9321
O 2.8757 -0.2701 1.0008
N 2.3429 -0.0897 -2.3386
N 3.9550 3.5446 0.1025
N 1.9332 2.2142 0.1751
N 0.3390 2.0238 -2.6033
N 4.8001 5.7411 -0.5964
C -1.9785 2.5770 3.9684
C -3.9999 -2.5077 1.2566
C -3.9458 -1.4929 6.1312
C -6.4643 -1.3031 0.8588
C -2.7721 3.0676 4.9972
C 1.9417 2.1465 3.3628
C 3.6043 -2.6945 -1.0126
C 2.8619 2.9290 0.0909
C -2.5625 4.6430 -4.1359
C 2.5773 1.1915 -2.8188
C 3.5477 -2.2979 -2.4914
C 4.4252 0.0228 -3.2488
C 3.8704 1.2817 -3.3619
C 3.1730 4.2279 3.1882
C -0.4649 4.2833 -0.9934
C -1.7606 -1.6265 3.3687
C 0.7380 5.2205 -1.1450
C -0.3551 -2.9592 -0.6163
C -4.2831 -2.3306 7.1840
C 3.1342 1.4955 3.6689
C -2.2691 3.1597 6.2838
C -0.6281 2.9117 -3.1232
C -1.4603 4.8649 0.0112
C -4.0444 -1.9230 4.8098
C -1.1845 2.6629 -4.3936
C -0.6739 2.1690 4.2178
C 4.3297 2.2036 3.7419
C -0.1636 2.2963 5.5106
C 1.5713 2.1631 -2.9838
C -0.8212 1.4982 -5.3088
C -4.8192 -2.9283 0.2225
C -5.6393 -0.8805 1.8875
C 4.3557 3.5649 3.5003
C -0.8024 0.1246 -4.6343
C 4.3497 4.7200 -0.2805
C 1.9882 3.5233 3.1139
C 4.8102 -2.8406 -3.1691
C -4.7393 -3.6148 6.9318
C 3.4514 -0.7935 -2.6422
C 0.5026 1.7427 -6.0449
C -0.7628 -1.0420 4.3900
C -4.8803 -4.0439 5.6189
C -0.9552 2.7848 6.5351
C -4.5361 -3.2066 4.5699
C -4.3939 -1.4722 2.0964
C -1.0666 4.0068 -2.3552
C 2.3302 -2.9280 -3.1821
C -2.0288 4.8594 -2.8791
C -2.1476 3.5481 -4.8716
C 0.4972 -0.2885 3.8690
C -6.0530 -2.3279 0.0192
H 5.2892 4.1099 3.5328
H -4.1978 -1.9872 8.2081
H 2.2894 -4.0057 -3.0030
H -0.8001 -0.6564 -5.3985
H -3.7913 3.3702 4.7937
H -0.5512 2.8693 7.5367
H -0.3870 -1.8655 5.0050
H 0.4362 6.1614 -1.6071
H 1.0756 -0.9627 3.2291
H 4.5610 -2.3904 -0.5862
H -4.6621 -3.5469 3.5502
H -6.6870 -2.6564 -0.7938
H -3.3011 5.3226 -4.5396
H 4.3104 2.1651 -3.7959
H -4.5006 -3.7341 -0.4285
H -1.6808 -0.0071 -4.0054
H -2.3882 4.2948 0.0146
H 3.5598 -0.0677 0.3493
H 0.8600 2.0115 5.7224
H -2.3729 2.4870 2.9655
H 3.1914 5.2915 2.9876
H -4.9989 -4.2755 7.7499
H -1.0271 4.8109 1.0102
H 2.8156 -2.2031 -0.4568
H 5.2474 1.6835 3.9879
H 5.7093 -2.4468 -2.6952
H -1.2016 -3.4713 -0.1696
H 4.8318 -2.5779 -4.2264
H 3.5028 -3.7760 -0.8963
H 1.5100 4.7677 -1.7680
H -1.6786 5.9130 -0.2015
H 4.8293 -3.9284 -3.0844
H -2.6248 1.6626 -2.2974
H 2.3992 -2.7666 -4.2590
H 3.1375 0.4315 3.8832
H -1.6089 1.4728 -6.0697
H -2.3606 5.7101 -2.3005
H 1.0647 4.0278 2.8478
H -5.9479 -0.0761 2.5454
H -0.1134 3.3356 -0.5733
H 0.3125 -3.6276 -1.1517
H 1.8666 3.0464 -3.5608
H -2.5703 3.3753 -5.8544
H -3.6066 -0.4813 6.3268
H 0.6327 0.9988 -6.8325
H 0.0896 0.0026 -4.0219
H -2.6521 0.8587 -0.9612
H -5.2595 -5.0380 5.4121
H 2.9534 0.4287 1.6688
H 0.5126 2.7348 -6.4979
H -3.0424 -2.9858 1.4204
H -2.8917 3.5128 7.0966
H -1.4017 -1.4566 2.3611
H 5.4052 -0.2753 -3.5811
H -7.4314 -0.8385 0.7103
H 1.1728 5.4376 -0.1682
H 1.4095 -2.4621 -2.8392
H 1.0942 -0.0450 4.7532
H -1.3056 -0.3601 5.0513
H 1.3470 1.6619 -5.3639
H -1.8867 -2.7002 3.5359
*
```

Calculated values
ΔE to the lowest compared entry with this formula, charge and spin   0.0 kcal/mol
LUMO   1.8 eV


Number 1: strongest force on any atom 8.81 eV Å⁻¹. Number 2: strongest force on any atom 0.93 eV Å⁻¹. Number 3: strongest force on any atom 1.68 eV Å⁻¹.